1.
2 unconnected molecules or ions with the total composition CH2ClN2O2 at a distorted geometry, computed with wB97M-V/def2-TZVPD.

CARTESIAN COORDINATES (ANGSTROEM)
1 O -3.815 0.201 0.692
2 N -2.090 -1.030 0.152
3 N -2.864 0.105 -0.065
4 O -2.554 0.851 -0.970
5 H 1.104 0.174 1.470
6 H -0.491 -0.225 -0.901
7 Cl -0.011 -2.552 -0.063
8 C -0.930 -1.135 -0.374

The HOMO energy (spin up / spin down) is -4.46 / -1.53 eV. The value obtained for the HOMO-LUMO gap (spin up / spin down) is 8.033 / 4.231 eV. As for the net charge: -1. The spin multiplicity is 1. The value obtained for the energy is -20661.352 eV.

---

2.
2 unconnected molecules or ions with the total composition ClI3P2 at a distorted geometry, computed with wB97M-V/def2-TZVPD.

CARTESIAN COORDINATES (ANGSTROEM)
1 I 0.546 -1.805 -2.342
2 P 0.473 0.518 -1.714
3 I -1.162 0.002 3.359
4 I -1.819 1.197 -2.135
5 Cl 1.858 0.443 1.633
6 P 0.104 -0.355 1.198

The HOMO energy (spin up / spin down) is -8.40 / -8.34 eV. The value obtained for the HOMO-LUMO gap (spin up / spin down) is 6.219 / 6.611 eV. The spin multiplicity is 1. The value obtained for the energy is -55402.341 eV.

---

3.
A molecular structure, C12H13ClHgO2 at a distorted geometry, computed with wB97M-V/def2-TZVPD.

CARTESIAN COORDINATES (ANGSTROEM)
1 H -3.309 -0.312 2.570
2 C -2.866 1.242 1.024
3 C 1.408 1.810 0.368
4 H 2.072 -2.294 -0.541
5 H 4.663 1.030 0.097
6 C -3.210 -0.050 1.514
7 H -2.843 2.158 1.616
8 C 3.633 1.203 0.407
9 C 1.933 -1.962 -1.579
10 H 0.438 2.177 0.030
11 C -2.742 1.179 -0.391
12 Hg -1.178 -0.704 0.103
13 Cl 0.479 -1.841 1.409
14 C -3.494 -0.916 0.377
15 H -4.009 -1.885 0.388
16 C -0.557 -1.964 -1.783
17 H 1.014 1.246 2.506
18 O -1.590 -2.203 -2.399
19 H 2.652 -2.436 -2.266
20 C 1.702 1.311 1.667
21 H -3.124 -0.524 -1.848
22 C 3.071 0.883 1.675
23 H 2.721 2.116 -1.440
24 H 2.016 -0.863 -1.635
25 C -3.086 -0.171 -0.819
26 C 2.605 1.773 -0.411
27 H -2.613 2.040 -1.049
28 O 0.629 -2.438 -2.091
29 H 3.582 0.397 2.501

The HOMO energy is 0.05 eV. The value obtained for the HOMO-LUMO gap is 5.884 eV. As for the net charge: -2. The spin multiplicity is 1. The value obtained for the energy is -33443.169 eV.

---

4.
A molecular structure, C15H20DyF3N2O5 at a distorted geometry, computed with wB97M-V/def2-TZVPD.

CARTESIAN COORDINATES (ANGSTROEM)
1 H -4.973 0.073 -3.325
2 O 0.932 0.743 2.295
3 F -1.331 2.232 2.036
4 H -6.069 -1.007 -2.454
5 C -1.932 0.125 -2.374
6 H -3.769 -1.666 0.439
7 H 1.428 -2.219 0.140
8 H 3.464 -1.269 -0.881
9 H -3.727 -1.688 -2.063
10 O 1.356 2.208 3.986
11 C -0.098 2.839 2.180
12 C -1.031 1.170 -2.529
13 C -5.291 -0.251 -2.334
14 H -2.356 3.333 -0.301
15 H -0.451 3.897 -3.092
16 H -0.455 4.345 -1.382
17 O 3.329 0.858 -2.043
18 N 1.718 -1.255 0.248
19 H 2.230 -1.157 1.121
20 O -1.184 -1.307 0.479
21 H -1.538 -1.913 3.374
22 Dy -0.231 0.532 0.350
23 O 1.362 1.037 -0.972
24 C -1.667 -0.861 1.590
25 F -0.294 4.044 2.644
26 H -1.840 -0.755 -3.000
27 F 0.332 2.956 0.868
28 C -3.012 0.220 -1.491
29 H -0.243 1.099 -3.267
30 H 0.771 3.228 -2.009
31 H -3.931 1.476 -0.013
32 C -2.197 2.416 -0.856
33 C -3.101 1.359 -0.699
34 N 2.525 -0.898 -0.862
35 C -1.172 2.358 -1.798
36 H -5.327 -2.080 -0.269
37 C 2.445 0.430 -1.334
38 C -2.184 -1.926 2.490
39 C -0.275 3.529 -2.080
40 C -4.593 -1.281 -0.155
41 H -5.069 -0.469 0.399
42 H -2.175 -2.919 2.034
43 H -3.187 -1.672 2.840
44 C -4.116 -0.817 -1.528
45 H -5.726 0.608 -1.819
46 C 0.862 1.842 2.954

The HOMO energy (spin up / spin down) is -8.62 / -8.66 eV. The value obtained for the HOMO-LUMO gap (spin up / spin down) is 8.912 / 8.950 eV. The spin multiplicity is 6. The value obtained for the energy is -61336.018 eV.

---

5.
A molecular structure, C41H43FeGeN7O5PS2 at a distorted geometry, computed with wB97M-V/def2-TZVPD.

CARTESIAN COORDINATES (ANGSTROEM)
1 H -0.354 -1.246 -1.197
2 S -1.934 2.236 -0.824
3 H 1.222 2.932 3.977
4 H -2.207 -1.123 -5.183
5 C -0.021 4.645 3.631
6 N 1.056 2.411 0.056
7 H -3.530 -2.556 -2.610
8 C -2.198 4.206 2.721
9 C -0.620 -0.835 -2.173
10 H -2.903 -4.188 -2.882
11 C 2.786 -0.180 -3.370
12 O -1.081 -1.979 1.499
13 H 0.302 -4.495 -3.954
14 H 3.293 -7.560 -4.682
15 C 3.661 -7.578 -3.652
16 H 0.202 -1.135 5.231
17 N 5.837 -1.617 -4.431
18 O 4.965 -7.040 -3.561
19 H 0.983 1.745 -5.497
20 H 2.834 4.826 -0.184
21 C 3.528 -0.566 4.993
22 C 5.113 -5.712 -3.801
23 H -0.817 1.025 -3.903
24 H 3.736 -8.610 -3.321
25 C 4.080 -4.874 -4.214
26 H 3.088 -5.254 -4.409
27 O -3.443 -2.637 1.472
28 C -1.740 -0.088 3.881
29 C 1.128 -0.709 4.872
30 H -4.284 -2.314 3.718
31 C 0.462 -3.688 -3.238
32 C 0.220 0.744 -3.774
33 C 1.112 0.192 3.810
34 Ge -1.067 -2.441 -3.286
35 N -1.294 4.871 -0.516
36 H 2.327 1.336 2.467
37 C -3.773 -1.160 5.478
38 H 1.940 2.614 0.502
39 H 2.962 -7.041 -3.005
40 H 1.218 1.943 -0.828
41 C -3.630 -1.577 4.165
42 C 2.329 0.686 3.334
43 H -2.523 -3.322 -1.384
44 C 4.251 -1.525 -1.980
45 H 0.715 5.347 4.004
46 C 3.526 0.324 3.927
47 C 0.265 3.285 3.613
48 C 6.628 -3.838 -3.825
49 H 4.464 -0.869 5.443
50 C -1.917 0.348 5.195
51 C 1.215 1.104 -4.660
52 H -4.548 -1.584 6.103
53 C 2.486 0.577 -4.508
54 C 6.387 -5.179 -3.617
55 H 7.622 -3.433 -3.680
56 H -3.164 4.558 2.382
57 H -2.629 2.147 2.282
58 C -2.920 -0.189 5.986
59 Fe -0.519 0.034 0.574
60 C 3.358 -1.450 -0.936
61 H -1.463 6.170 3.193
62 H 2.290 4.885 1.506
63 C 1.778 -0.349 -2.383
64 H -1.262 1.112 5.597
65 C 4.315 -3.522 -4.379
66 C -1.408 -1.863 -5.148
67 C -0.990 3.557 -0.486
68 H 1.397 -3.185 -3.488
69 H 3.254 0.750 -5.250
70 H 7.181 -5.844 -3.305
71 N 4.997 -0.730 -4.166
72 H -2.195 5.261 -0.723
73 P -0.385 0.591 2.839
74 C 5.586 -2.976 -4.172
75 C 2.330 -1.082 5.458
76 C -2.617 -1.047 3.381
77 C -1.911 2.853 2.684
78 O -2.746 -0.352 0.897
79 C 2.101 -0.811 -1.070
80 H -0.516 -1.431 -5.602
81 C 2.091 5.249 0.495
82 H -1.712 -2.721 -5.747
83 N -0.258 5.677 -0.158
84 H 2.329 -1.787 6.280
85 C 0.723 4.872 0.072
86 H -3.035 0.150 7.008
87 N 0.469 -0.014 -2.698
88 H 4.460 0.720 3.549
89 O 1.332 -0.624 -0.078
90 H 2.174 6.332 0.491
91 C -1.248 5.109 3.183
92 S -2.488 -1.582 1.676
93 H -1.512 -0.223 -2.052
94 H 3.514 -2.878 -4.719
95 H 5.198 -2.031 -1.847
96 H 0.563 -4.120 -2.243
97 C 4.024 -0.852 -3.193
98 C -0.676 2.377 3.137
99 H 3.586 -1.872 0.033
100 N 0.329 3.570 -0.127
101 C -2.673 -3.212 -2.459

The HOMO energy (spin up / spin down) is -6.31 / -5.75 eV. The value obtained for the HOMO-LUMO gap (spin up / spin down) is 5.063 / 4.454 eV. The spin multiplicity is 2. The value obtained for the energy is -185741.610 eV.

---

6.
A molecular structure, C34H31FIN7NiO7S at a distorted geometry, computed with wB97M-V/def2-TZVPD.

CARTESIAN COORDINATES (ANGSTROEM)
1 O 3.214 -0.887 -2.083
2 C -2.062 0.041 5.274
3 N 2.550 -0.685 2.508
4 C 0.756 3.489 -3.540
5 C -4.034 -1.357 3.944
6 H 3.853 -3.100 2.765
7 C 2.881 -1.352 3.743
8 F -2.261 1.882 1.860
9 O -1.602 1.614 -1.854
10 C -1.061 1.292 2.021
11 S -1.459 0.324 -2.489
12 C -2.887 -1.558 0.727
13 N -2.996 -2.149 4.678
14 C -1.772 -2.112 1.356
15 C -0.899 0.413 3.090
16 C 2.254 0.251 -5.704
17 C 3.154 2.876 -4.172
18 C 2.005 0.677 0.061
19 H 0.555 -1.398 -1.029
20 N -1.989 -0.097 3.838
21 H -1.095 0.339 5.667
22 N -1.917 -2.712 2.638
23 H -4.737 -0.991 4.690
24 H 3.118 -0.667 4.549
25 H -3.615 -0.462 -0.969
26 H 0.050 4.610 -7.166
27 H 0.943 3.174 -2.526
28 H 0.458 -0.854 4.120
29 H 4.356 -2.810 4.491
30 O 1.675 1.317 -0.970
31 H -2.815 -3.171 2.714
32 H -3.891 0.695 3.255
33 C -0.756 4.324 -5.195
34 H -0.272 2.043 0.191
35 C -0.511 3.935 -3.888
36 C 2.164 -2.622 4.116
37 C 1.511 3.853 -5.787
38 C 1.463 0.149 -6.843
39 H -0.572 0.046 -7.520
40 C 0.250 4.295 -6.150
41 H 1.901 -2.775 5.156
42 H -2.220 -2.300 4.016
43 O 3.263 2.088 -3.151
44 H -3.140 -0.474 2.163
45 C -0.408 -1.411 -0.517
46 H 1.451 -2.996 3.391
47 H -3.870 -1.651 1.183
48 H -2.795 0.799 5.582
49 O 4.781 -1.651 -0.653
50 N -0.007 0.204 -3.144
51 H 3.327 0.401 -5.720
52 H -1.201 -3.406 2.805
53 N -0.512 0.082 -5.471
54 C 0.319 0.108 -4.439
55 C -3.289 -0.218 3.212
56 C 3.788 -0.987 -0.973
57 C -2.751 -0.905 -0.483
58 H 4.185 -1.468 1.475
59 H -4.559 -2.018 3.259
60 C 3.613 -2.656 3.721
61 I -2.676 4.952 -5.744
62 C 3.318 -0.825 1.407
63 C 1.771 3.429 -4.488
64 H 1.893 0.179 -7.833
65 C 0.089 0.079 -6.659
66 H -3.212 -1.317 6.600
67 C -2.445 -1.356 5.829
68 Ni 1.929 0.756 -2.742
69 C 3.043 -0.301 0.186
70 O 4.099 3.229 -4.878
71 H -1.582 -1.902 6.206
72 C 1.374 0.048 2.400
73 C -0.076 1.485 1.096
74 C -0.537 -2.055 0.713
75 H 2.319 3.826 -6.507
76 O -2.523 -0.083 -3.367
77 H -3.352 -3.045 4.989
78 C 0.344 -0.137 3.322
79 C 1.141 0.811 1.243
80 C -1.506 -0.799 -1.090
81 N 1.676 0.188 -4.516
82 H -1.300 3.941 -3.148
83 H 0.335 -2.524 1.160

The HOMO energy is -7.35 eV. The value obtained for the HOMO-LUMO gap is 5.799 eV. The spin multiplicity is 1. The value obtained for the energy is -123217.982 eV.